No. 1
{"formula": "C30H80O10", "method": "the ωB97M-V functional and the def2-TZVPD basis", "smiles": "CC(C)O.CC(C)O.CC(C)O.CC(C)O.CC(C)O.CC(C)O.CC(C)O.CC(C)O.CC(C)O.CC(C)O", "lumo_energy_ev": 0.42, "orbital_gap_ev": 9.97, "total_energy_ha": -1943.32620, "species": ["O", "O", "O", "O", "O", "O", "O", "O", "O", "O", "C", "C", "C", "C", "C", "C", "C", "C", "C", "C", "C", "C", "C", "C", "C", "C", "C", "C", "C", "C", "C", "C", "C", "C", "C", "C", "C", "C", "C", "C", "H", "H", "H", "H", "H", "H", "H", "H", "H", "H", "H", "H", "H", "H", "H", "H", "H", "H", "H", "H", "H", "H", "H", "H", "H", "H", "H", "H", "H", "H", "H", "H", "H", "H", "H", "H", "H", "H", "H", "H", "H", "H", "H", "H", "H", "H", "H", "H", "H", "H", "H", "H", "H", "H", "H", "H", "H", "H", "H", "H", "H", "H", "H", "H", "H", "H", "H", "H", "H", "H", "H", "H", "H", "H", "H", "H", "H", "H", "H", "H"], "xyz": [[11.37, 16.19, 13.81], [12.78, 18.01, 15.31], [12.42, 13.80, 12.66], [8.84, 9.30, 11.96], [12.12, 16.95, 18.02], [14.45, 12.04, 8.64], [13.97, 14.23, 10.20], [15.23, 10.26, 16.80], [7.79, 11.59, 10.64], [11.71, 8.69, 10.71], [14.30, 15.76, 8.40], [14.86, 19.14, 15.71], [13.65, 19.39, 13.58], [8.84, 12.08, 9.73], [8.87, 13.60, 9.86], [6.94, 9.19, 13.19], [11.30, 12.98, 12.52], [13.49, 19.24, 15.10], [10.51, 12.78, 13.84], [12.18, 15.52, 18.06], [14.33, 10.06, 14.55], [10.22, 18.13, 13.22], [12.12, 15.03, 16.66], [12.30, 7.39, 8.88], [13.25, 15.15, 9.30], [15.25, 9.51, 15.56], [16.68, 9.56, 15.14], [9.29, 15.88, 12.61], [11.65, 11.61, 11.81], [15.96, 10.96, 10.09], [7.96, 8.31, 12.38], [15.82, 11.66, 8.75], [8.48, 11.75, 8.33], [16.15, 10.70, 7.62], [11.33, 9.66, 8.50], [11.02, 15.03, 18.98], [12.59, 16.21, 10.14], [12.21, 8.79, 9.37], [7.20, 7.68, 11.15], [10.05, 16.71, 13.65], [10.85, 10.88, 12.00], [11.67, 9.65, 7.46], [9.64, 12.14, 13.54], [14.29, 10.23, 17.02], [10.08, 15.47, 18.63], [9.27, 12.00, 7.62], [11.75, 11.67, 10.76], [13.04, 15.37, 16.19], [6.44, 7.07, 11.54], [12.44, 14.66, 8.73], [10.33, 9.28, 8.46], [17.01, 10.78, 10.49], [12.72, 19.35, 12.98], [11.24, 15.34, 16.08], [8.19, 10.81, 11.14], [13.18, 15.27, 18.45], [9.61, 8.95, 11.45], [14.94, 16.46, 8.92], [12.18, 7.39, 7.78], [9.51, 16.62, 14.64], [9.31, 13.98, 10.80], [10.67, 18.70, 14.05], [11.48, 6.84, 9.34], [16.80, 9.05, 14.16], [12.38, 17.43, 18.78], [12.56, 11.09, 12.30], [14.01, 20.39, 13.34], [9.25, 14.80, 12.88], [13.29, 9.88, 14.91], [13.31, 16.97, 10.59], [14.23, 12.70, 9.36], [15.50, 9.95, 10.10], [8.34, 7.60, 13.13], [15.57, 19.96, 15.58], [8.24, 16.27, 12.44], [12.13, 9.35, 11.24], [14.58, 11.11, 14.43], [16.52, 12.57, 8.68], [11.82, 16.92, 14.30], [11.14, 12.23, 14.54], [11.17, 15.09, 20.11], [14.35, 18.68, 13.13], [15.10, 8.42, 15.86], [14.85, 14.95, 7.87], [6.87, 8.56, 10.61], [7.52, 12.18, 8.02], [14.52, 9.58, 13.58], [15.77, 11.30, 6.74], [7.86, 13.97, 10.00], [17.23, 10.52, 7.63], [11.81, 16.84, 9.62], [17.31, 9.00, 15.82], [12.03, 15.69, 10.94], [13.88, 16.42, 7.61], [12.76, 19.98, 15.53], [15.52, 11.59, 10.82], [9.38, 14.07, 9.05], [9.76, 11.57, 10.03], [12.19, 14.67, 13.01], [9.72, 16.05, 11.57], [8.40, 10.63, 8.26], [10.64, 13.40, 11.80], [12.17, 13.91, 16.72], [11.28, 10.71, 8.80], [10.28, 13.72, 14.34], [15.38, 18.28, 15.36], [6.63, 10.07, 12.65], [16.97, 10.64, 15.09], [7.90, 7.09, 10.53], [10.85, 18.07, 12.41], [15.50, 9.83, 7.63], [10.93, 13.98, 18.69], [7.50, 9.56, 14.06], [13.26, 7.00, 9.16], [14.89, 19.09, 16.79], [13.54, 14.11, 11.09], [13.20, 9.28, 9.40], [6.10, 8.61, 13.57], [12.66, 17.85, 16.28], [9.33, 18.74, 13.04]]}

No. 2
{"formula": "C30H80O30S10", "method": "the ωB97M-V functional and the def2-TZVPD basis", "lumo_energy_ev": -0.24, "orbital_gap_ev": 8.68, "total_energy_ha": -7428.41717, "species": ["S", "S", "S", "S", "S", "S", "S", "S", "S", "S", "O", "O", "O", "O", "O", "O", "O", "O", "O", "O", "O", "O", "O", "O", "O", "O", "O", "O", "O", "O", "O", "O", "O", "O", "O", "O", "O", "O", "O", "O", "C", "C", "C", "C", "C", "C", "C", "C", "C", "C", "C", "C", "C", "C", "C", "C", "C", "C", "C", "C", "C", "C", "C", "C", "C", "C", "C", "C", "C", "C", "H", "H", "H", "H", "H", "H", "H", "H", "H", "H", "H", "H", "H", "H", "H", "H", "H", "H", "H", "H", "H", "H", "H", "H", "H", "H", "H", "H", "H", "H", "H", "H", "H", "H", "H", "H", "H", "H", "H", "H", "H", "H", "H", "H", "H", "H", "H", "H", "H", "H", "H", "H", "H", "H", "H", "H", "H", "H", "H", "H", "H", "H", "H", "H", "H", "H", "H", "H", "H", "H", "H", "H", "H", "H", "H", "H", "H", "H", "H", "H"], "xyz": [[1.65, -0.52, -0.50], [-1.80, 4.01, 2.43], [1.19, 1.48, -4.19], [-2.04, -2.04, 1.42], [3.53, -3.16, -2.67], [0.46, 0.06, 5.48], [-1.92, -1.10, -2.89], [2.60, 4.48, -1.70], [-3.13, 3.12, -2.10], [1.43, -4.03, 2.99], [-4.39, 3.05, -2.89], [-0.88, 0.01, 4.92], [0.79, 0.72, 6.72], [-2.21, 1.99, -1.98], [1.46, 0.63, 4.26], [2.53, 0.64, -0.70], [-2.53, -3.10, 2.38], [-0.78, -0.51, -3.64], [0.45, -2.95, 3.21], [1.02, 1.51, -2.76], [-0.30, 1.75, -4.93], [3.83, 4.47, -0.83], [-3.03, -1.13, 0.83], [1.42, -4.86, 1.81], [-1.32, -2.50, -2.12], [2.85, -2.16, -3.55], [-1.00, -2.58, 0.32], [2.41, 5.35, -2.86], [2.93, -3.37, 3.14], [1.27, 4.56, -0.77], [2.13, 2.42, -4.84], [2.10, -1.67, 0.30], [-0.63, 3.78, 3.29], [2.67, -4.61, -2.67], [-3.14, -1.54, -3.58], [-1.65, 4.85, 1.25], [-2.46, 2.52, 2.06], [-2.22, 4.46, -2.59], [0.20, -0.06, 0.14], [4.96, -3.52, -2.86], [1.97, 1.80, 2.12], [1.95, -6.44, -1.42], [-2.66, 1.57, 3.10], [3.33, -2.69, -0.86], [-0.12, -4.70, -0.19], [-2.36, -4.72, -2.27], [-1.56, 1.68, 0.68], [1.39, 4.05, 0.59], [-0.01, 3.97, 1.17], [2.50, 2.83, -2.37], [-0.31, 1.26, -0.14], [3.14, -5.70, -1.98], [-2.43, 2.35, -4.62], [2.89, -1.06, 2.36], [-3.69, 0.56, 2.57], [-0.01, -3.51, 0.70], [-0.34, 5.89, -2.15], [-2.32, -0.17, -1.35], [1.55, -5.16, 4.39], [-3.21, 4.86, 3.34], [-0.85, -0.93, 2.34], [-1.48, 1.24, -4.35], [-2.28, -3.37, -1.63], [-3.50, 3.75, -0.35], [1.02, 1.63, 3.38], [3.33, -2.54, 2.07], [0.97, -1.23, -2.07], [-0.86, 4.43, -2.34], [1.37, -0.26, -4.77], [1.16, -1.62, 5.40], [-1.43, -0.09, -0.73], [-0.34, 4.97, 1.44], [-2.68, 0.80, -1.69], [-3.89, -0.26, 3.27], [-1.15, -5.04, -0.27], [-4.05, 4.67, -0.58], [0.41, -5.60, 0.13], [1.56, -0.24, -5.84], [3.50, -3.58, -0.26], [2.90, 2.30, 2.38], [0.02, -0.56, 1.80], [-1.42, 1.56, 1.75], [-0.43, 6.38, -3.12], [-3.25, -2.87, -1.56], [3.93, -1.84, -0.54], [1.44, -5.79, -0.70], [1.85, 3.07, 0.51], [-2.43, -4.64, -3.36], [3.39, 2.65, -2.97], [-0.94, 6.46, -1.44], [3.86, -5.38, -1.22], [-1.83, 2.73, 0.55], [-2.12, -3.54, -0.57], [-3.10, 1.94, 4.03], [3.19, -0.73, 3.36], [1.48, -4.62, 5.33], [-2.44, 1.16, 0.31], [2.18, -7.36, -0.88], [3.46, -0.43, 1.68], [3.07, -2.91, 1.08], [-0.16, -3.78, 1.75], [1.82, -0.91, 2.25], [0.68, -5.81, 4.31], [-4.14, 4.72, 2.79], [0.94, -3.02, 0.56], [-0.53, 3.80, -1.51], [-3.14, -0.60, -0.77], [1.59, 2.80, -2.97], [-0.76, 3.72, 0.41], [2.26, -2.49, -0.79], [-1.79, 0.96, 3.34], [0.25, -4.54, -1.20], [2.13, -1.65, 5.88], [1.14, -1.85, 4.33], [1.10, -6.49, -2.10], [-0.46, -1.50, 3.18], [0.46, 2.01, 0.03], [-3.99, 2.95, 0.20], [3.68, -6.42, -2.60], [-2.01, 3.31, -4.32], [-3.29, 4.36, 4.30], [0.94, 2.61, 3.86], [2.30, -0.61, -4.33], [4.41, -2.60, 2.15], [-2.91, 5.91, 3.37], [-4.67, 1.02, 2.41], [-1.50, -0.15, 2.73], [2.12, 0.88, 1.57], [0.50, -0.78, -4.36], [1.96, 4.80, 1.14], [2.46, 2.00, -1.67], [1.81, -1.34, -2.75], [2.43, -5.78, 4.23], [1.44, 2.49, 1.47], [-3.28, -5.22, -1.94], [0.02, 1.46, 2.99], [-3.33, 2.32, -4.00], [0.44, -2.20, 5.97], [-2.84, 2.41, -5.62], [-0.48, 1.33, -1.22], [-1.50, -5.32, -1.97], [-0.32, 3.86, -3.09], [-1.76, 0.32, -4.86], [0.44, -2.18, -1.94], [0.67, 5.90, -1.73], [-3.39, 0.21, 1.58], [0.25, -0.47, -2.37], [-2.52, 3.93, 0.09], [-1.33, 1.06, -3.29], [0.08, 3.19, 1.92]]}

Question: Number 2 is which compound?
Answer: C30H80O30S10

Question: Number 2 is which compound?
Answer: C30H80O30S10